[1]
A single C20H20FN3O3 molecule, computed with wB97M-V/def2-TZVPD.

Each line ends with the natural charge from an NBO analysis.
Cartesian coordinates (Å):
O (-2.609, 0.139, -1.228)  -0.64
C (-1.629, 0.858, -1.331)  0.68
C (-1.481, 2.065, -0.389)  -0.32
N (-0.528, 1.911, 0.697)  -0.44
C (0.603, 2.656, 0.682)  0.66
O (0.897, 3.398, -0.239)  -0.62
C (1.534, 2.457, 1.867)  -0.15
O (0.877, 2.244, 3.091)  -0.48
C (-0.159, 1.353, 3.023)  0.25
C (-0.518, 0.677, 4.179)  -0.25
C (-1.567, -0.224, 4.159)  -0.21
C (-2.253, -0.454, 2.979)  -0.20
C (-1.912, 0.228, 1.824)  -0.26
C (-0.870, 1.146, 1.835)  0.14
N (-0.708, 0.652, -2.288)  -0.42
C (0.505, 1.389, -2.550)  -0.27
C (1.730, 0.461, -2.336)  -0.22
N (1.360, -0.936, -2.411)  -0.43
C (1.121, -1.665, -1.247)  0.09
C (1.019, -1.094, 0.024)  -0.20
C (0.828, -1.858, 1.160)  -0.22
C (0.722, -3.233, 1.073)  -0.23
C (0.829, -3.837, -0.168)  -0.26
C (1.035, -3.063, -1.290)  0.36
F (1.170, -3.714, -2.474)  -0.33
C (0.448, -1.126, -3.521)  -0.23
C (-0.907, -0.472, -3.193)  -0.24
H (-2.474, 2.228, 0.041)  0.24
H (-1.186, 2.954, -0.952)  0.25
H (2.147, 3.352, 1.984)  0.23
H (2.200, 1.605, 1.640)  0.19
H (0.039, 0.877, 5.081)  0.23
H (-1.840, -0.749, 5.061)  0.22
H (-3.064, -1.164, 2.951)  0.22
H (-2.464, 0.036, 0.919)  0.26
H (0.472, 1.723, -3.593)  0.19
H (0.588, 2.270, -1.918)  0.26
H (2.224, 0.668, -1.388)  0.21
H (2.461, 0.649, -3.131)  0.20
H (1.074, -0.023, 0.127)  0.19
H (0.746, -1.369, 2.119)  0.22
H (0.563, -3.830, 1.956)  0.22
H (0.769, -4.908, -0.282)  0.23
H (0.305, -2.182, -3.738)  0.24
H (0.904, -0.661, -4.399)  0.19
H (-1.402, -0.127, -4.108)  0.20
H (-1.570, -1.177, -2.687)  0.24

Its structure (SMILES) is O=C(CN1C(=O)COc2ccccc21)N1CCN(c2ccccc2F)CC1. As for the strongest force on any atom: 0.46 eV Å⁻¹. The HOMO energy comes out at -8.04 eV. The energy above the lowest of the compared OMol25 structures with the same formula, charge and spin is 16.4 kcal/mol. As for the LUMO energy: 0.02731 hartree.

***

[2]
A single C20H20FN5O molecule in a non-equilibrium geometry, computed with wB97M-V/def2-TZVPD.

Each line ends with the natural charge from an NBO analysis.
Cartesian coordinates (Å):
C (-6.494, -3.829, 2.361)  -0.64
C (-6.182, -2.410, 2.163)  0.22
C (-4.895, -2.059, 1.721)  -0.25
C (-4.584, -0.705, 1.497)  0.01
C (-3.259, -0.282, 0.990)  -0.06
C (-2.078, -0.892, 1.402)  -0.19
C (-0.831, -0.491, 0.938)  -0.21
C (-0.704, 0.526, -0.004)  0.09
N (0.527, 0.932, -0.549)  -0.63
C (1.843, 0.770, -0.079)  0.81
O (2.063, 0.248, 0.976)  -0.64
N (2.913, 1.254, -0.805)  -0.46
C (2.765, 1.911, -2.083)  -0.22
C (4.096, 2.641, -2.246)  -0.40
C (5.119, 1.798, -1.525)  -0.23
C (5.595, 0.634, -2.376)  -0.20
N (5.521, -0.534, -1.521)  -0.48
C (6.529, -1.469, -1.582)  0.43
N (7.304, -2.291, -1.713)  -0.38
C (4.834, -0.319, -0.279)  -0.21
C (4.290, 1.149, -0.392)  -0.03
C (-1.898, 1.189, -0.393)  0.42
F (-1.825, 2.308, -1.166)  -0.34
C (-3.141, 0.770, 0.052)  -0.28
C (-5.615, 0.237, 1.758)  -0.27
C (-6.849, -0.216, 2.208)  0.05
N (-7.109, -1.510, 2.400)  -0.43
H (-6.202, -4.400, 1.493)  0.22
H (-5.918, -4.214, 3.179)  0.22
H (-7.551, -4.022, 2.558)  0.23
H (-4.129, -2.821, 1.564)  0.22
H (-2.130, -1.694, 2.116)  0.22
H (0.062, -1.005, 1.305)  0.25
H (0.470, 1.540, -1.343)  0.40
H (1.962, 2.663, -2.063)  0.20
H (2.632, 1.186, -2.863)  0.19
H (4.088, 3.666, -1.862)  0.22
H (4.346, 2.759, -3.294)  0.22
H (5.986, 2.352, -1.127)  0.23
H (6.611, 0.759, -2.788)  0.22
H (4.972, 0.512, -3.239)  0.19
H (4.040, -1.024, -0.119)  0.22
H (5.505, -0.358, 0.591)  0.20
H (4.509, 1.659, 0.554)  0.22
H (-4.044, 1.278, -0.337)  0.23
H (-5.534, 1.305, 1.546)  0.22
H (-7.613, 0.499, 2.375)  0.19

Its structure (SMILES) is Cc1cc(-c2ccc(NC(=O)N3CC[C@@H]4CN(C#N)C[C@@H]43)c(F)c2)ccn1. As for the strongest force on any atom: 3.77 eV Å⁻¹. The HOMO energy comes out at -8.55 eV. The energy above the lowest of the compared OMol25 structures with the same formula, charge and spin is 0.0 kcal/mol. As for the LUMO energy: 0.01346 hartree.